ORCA calculation (ωB97M-V/def2-TZVPD) on C19H17Cl5MoN2 as an isolated structure at a distorted geometry.

Positions of all 44 atoms, in Å:
C  -2.7453  -0.7238  0.0055
C  -2.5203  1.1570  -1.5582
H  -2.5665  -1.8141  -0.3907
H  -3.8059  -0.4729  -0.3585
H  -2.9562  -0.4503  1.0856
H  -1.9335  1.2213  -2.5764
H  -3.4005  0.5514  -1.8002
H  -3.0651  2.0306  -1.1600
C  -0.2386  -2.5874  -0.0054
C  0.4819  -3.7094  -0.3316
C  1.5357  -3.6408  -1.2391
C  1.7439  -2.4076  -1.8182
H  -1.0999  -2.6079  0.6823
H  0.2008  -4.6503  0.1584
H  2.1251  -4.5304  -1.4774
H  2.5507  -2.3334  -2.5620
N  -0.0562  -1.3625  -0.5673
C  0.9931  -1.2806  -1.4602
C  1.2195  0.0340  -2.0272
N  0.2995  1.0062  -1.6815
C  0.6246  2.2649  -2.0605
C  2.5770  1.5593  -3.2945
C  1.7118  2.5678  -2.8690
H  -0.0737  3.0249  -1.7285
H  1.8688  3.5957  -3.1508
C  2.2824  0.2903  -2.8860
H  2.9199  -0.5461  -3.2028
H  3.4376  1.7788  -3.9231
Mo  -1.2824  0.4613  -0.3584
C  -1.4524  2.4240  0.5226
H  -1.8452  3.1079  -0.2577
H  -0.5799  2.9614  0.9293
H  -2.1718  2.5014  1.3714
Cl  -2.2956  -1.4115  2.9163
C  -0.8378  -0.5300  3.1303
C  -0.3453  0.1873  2.0297
C  0.9107  0.7130  2.3294
Cl  1.7677  1.4761  1.0541
C  1.5774  0.7150  3.6109
Cl  3.0643  1.5261  3.8763
C  0.9682  0.0435  4.6896
Cl  1.6663  0.0072  6.2425
C  -0.2539  -0.6120  4.4379
Cl  -1.0004  -1.5353  5.6731

Atomic forces in eV per Å
-4.835 -2.701 -0.999
-4.010 1.559 -5.205
-0.495 1.816 1.603
1.491 -0.549 0.037
1.092 -0.685 -0.869
-1.022 0.825 1.717
0.351 -0.182 -0.282
0.638 0.211 -0.897
-1.288 1.228 0.096
0.072 -0.923 0.584
-0.796 -0.043 0.421
0.932 0.541 -0.544
0.755 -0.336 -0.268
0.236 0.437 -0.237
-0.185 0.451 -0.050
-0.536 0.131 0.462
2.037 -1.065 -0.870
-1.077 -1.297 0.585
-0.679 1.197 -0.648
2.624 -0.669 -1.166
-0.724 -0.303 -0.293
-0.529 1.111 -0.091
0.072 0.017 0.299
0.122 0.073 -0.171
0.042 0.131 0.013
0.391 -1.493 0.415
-0.304 0.562 0.251
-0.240 -0.071 0.085
5.846 0.437 5.679
-0.397 1.372 0.325
0.296 -0.245 0.565
0.141 -0.727 -0.179
0.167 -0.476 -0.547
0.278 -0.285 1.019
-0.889 0.068 -1.051
0.286 -0.335 0.293
-0.200 0.409 -0.777
0.217 -0.039 0.139
0.213 -0.156 1.180
-0.934 -0.490 -0.355
-0.336 -0.036 -0.418
-0.003 0.033 -0.200
0.729 -0.136 1.053
0.454 0.631 -0.704

Computed properties:
HOMO level (alpha / beta) in eV: -15.14 / -15.24
Relative energy (zero: lowest compared OMol25 entry of this formula, charge and spin) in kJ/mol: 439.4
Charge: +2
Strongest force on any atom in eV/Å: 8.2
Frontier orbital gap (alpha / beta) in hartree: 0.26864 / 0.19643
2S+1: 3
Lowest unoccupied orbital energy (alpha / beta) in eV: -7.832 / -9.897

Here are the Löwdin charges for atoms 1 to 4, given in e:
1. C -0.344
2. C -0.344
3. H 0.092
4. H 0.066